{"formula": "H18O10", "method": "ωB97M-V/def2-TZVPD", "elements": ["O", "H", "O", "H", "O", "H", "H", "O", "H", "H", "O", "H", "H", "O", "H", "H", "O", "H", "H", "O", "H", "H", "O", "H", "H", "O", "H", "H"], "coordinates": [[-0.604, -0.702, -0.032], [0.087, -0.027, -0.179], [2.691, 0.663, 0.676], [3.244, 1.021, -0.046], [1.381, 1.286, -1.628], [1.382, 2.235, -1.500], [1.725, 0.933, -0.808], [-1.563, 1.875, 0.596], [-0.744, 2.294, 0.860], [-1.305, 0.995, 0.321], [-2.401, -2.486, 1.182], [-1.688, -1.973, 0.803], [-3.198, -2.068, 0.855], [1.043, -0.728, 2.142], [1.774, -0.231, 1.775], [0.381, -0.728, 1.452], [-0.867, -2.417, -2.228], [-1.439, -1.994, -2.868], [-0.798, -1.786, -1.512], [1.772, -1.868, -0.551], [2.158, -1.077, -0.174], [0.836, -1.789, -0.367], [-2.631, 0.106, -1.577], [-2.949, 0.904, -1.157], [-1.870, -0.153, -1.057], [0.820, 2.566, 1.783], [1.357, 1.831, 1.486], [1.408, 3.320, 1.755]], "mulliken_charge": [-0.43, 0.06, -0.83, 0.25, -0.58, 0.32, 0.35, -0.73, 0.36, 0.32, -0.69, 0.35, 0.30, -0.63, 0.49, 0.37, -0.70, 0.33, 0.35, -0.64, 0.21, 0.38, -0.70, 0.34, 0.23, -0.67, 0.29, 0.30], "multiplicity": 2, "e_homo_ev": [-7.2, -6.3], "charge": -1, "lumo_energy_ha": [0.0948, -0.0730]}